Below is C18H35AlBBr2Cl3CsF10IN4O14PS2 as an isolated structure in a non-equilibrium geometry, with properties calculated with ωB97M-V with the def2-TZVPD basis set.

```
93
Properties=species:S:1:pos:R:3:forces:R:3
C 2.2140 -3.2309 -1.8167 -0.78 0.18 0.21
C 1.1222 -2.3688 -2.7380 0.77 -3.47 -2.36
O 0.6734 -2.9179 -3.8813 1.38 3.22 5.31
N 0.7381 -0.9930 -2.2407 -0.92 -0.13 -2.35
C -0.7438 -0.7142 -2.3556 -4.64 1.88 -2.73
C -1.7509 -1.4061 -1.2179 1.29 0.22 -1.57
O -1.3477 0.0366 -3.2801 4.52 -3.80 4.91
C 1.5953 0.1078 -2.8241 1.67 -1.52 -1.11
I 1.3009 1.9331 -1.5739 -0.17 -0.99 -0.91
C 1.6393 0.3588 -4.4434 -2.97 2.95 1.34
N 2.8651 1.2378 -4.5598 2.14 -1.92 2.19
C 3.7244 1.0064 -3.3361 -1.15 -1.35 -1.25
N 4.8719 1.6162 -2.8806 -2.64 -1.35 -1.60
N 3.0910 -0.1908 -2.6061 1.27 2.62 -0.67
H 2.4416 -4.2923 -2.2638 -0.81 2.32 0.56
H 1.7496 -3.4210 -0.7344 0.82 0.62 -2.12
H 3.2437 -2.6645 -1.6854 -2.58 -0.81 -0.14
H -2.8019 -1.5202 -1.7638 2.79 -0.12 1.45
H -1.8383 -0.6278 -0.3486 0.20 -1.74 -1.51
H -1.2919 -2.4395 -0.9165 -1.04 1.94 -0.16
H 0.7655 1.1583 -4.5834 1.57 -2.10 -0.25
H 1.4760 -0.5307 -5.1879 0.80 1.46 1.74
H 3.2968 1.0384 -5.4943 0.57 1.12 0.95
H 5.3409 2.3844 -3.4340 -0.83 -1.16 0.87
H 5.2937 1.2506 -1.9939 -0.65 0.50 -1.15
H 3.4864 -0.9642 -3.2139 -0.81 0.31 0.77
B 0.6148 -5.3975 1.0107 -0.34 -0.48 0.48
F -0.4964 -4.5435 0.6239 1.29 -0.68 0.13
F 0.2933 -6.0772 2.2551 0.50 0.93 -1.71
F 0.8548 -6.3824 -0.0313 -0.21 1.27 1.07
F 1.8075 -4.5870 1.1954 -1.22 -0.68 -0.43
C -5.8252 1.2714 1.3070 -1.61 1.57 0.83
F -5.3561 1.7567 2.5012 -0.07 -0.85 -1.26
F -7.1409 0.9509 1.5265 1.72 -0.06 -0.44
F -5.8411 2.3429 0.4504 0.33 -1.20 0.41
S -4.8218 -0.1661 0.6596 1.17 -2.90 3.21
O -4.9152 -1.2074 1.6922 -0.26 2.14 -1.51
O -3.4581 0.3529 0.4858 -1.56 0.49 -0.42
O -5.4580 -0.5516 -0.6074 -2.19 -0.85 4.64
Cs -4.5563 0.1789 -2.4669 1.92 2.33 -5.50
Al -0.1524 -4.4401 -5.2930 -0.21 0.14 0.95
O 5.2927 1.5910 -5.9751 -0.68 0.61 -1.24
H 5.4861 1.2302 -5.1292 0.74 -0.84 1.19
Br 1.7352 -3.8556 -7.0409 0.18 -0.14 -0.45
C 3.4272 -2.9003 -7.2137 0.61 0.70 0.09
C 4.0428 -3.1201 -8.5764 0.18 -0.37 -0.17
Br 4.8671 -4.8831 -8.7022 -0.20 0.18 0.02
H 4.0656 -3.2295 -6.3900 -0.17 -0.06 -0.17
H 3.1729 -1.8452 -7.0715 -0.02 -0.19 -0.08
H 4.8584 -2.4116 -8.7488 -0.23 -0.02 0.18
H 3.3224 -3.0450 -9.3955 0.12 0.05 0.24
C -7.8296 1.1702 5.8956 -0.33 -0.31 -0.07
C -6.5339 1.6176 6.5532 -0.04 0.05 -0.34
C -6.2851 3.1015 6.3350 0.19 0.40 0.09
O -5.4472 0.8717 6.0111 0.15 0.08 0.10
H -7.7952 1.3313 4.8123 0.02 0.12 0.10
H -7.9894 0.0978 6.0503 0.05 0.19 0.06
H -8.6874 1.7147 6.3026 0.12 -0.04 -0.05
H -6.5738 1.4051 7.6272 0.20 -0.11 -0.20
H -6.1959 3.3310 5.2673 -0.16 -0.08 0.03
H -5.3431 3.4066 6.8033 -0.15 -0.09 0.06
H -7.0965 3.7038 6.7552 0.09 -0.08 -0.07
H -5.4040 1.0542 5.0578 -0.07 -0.14 0.24
C 3.0992 3.7554 -7.9422 0.14 0.31 0.00
Cl 3.9305 4.7125 -9.1800 -0.14 -0.23 0.28
Cl 1.4976 4.4333 -7.6031 0.19 -0.12 0.03
Cl 2.9636 2.0635 -8.4508 -0.01 0.01 0.09
H 3.6904 3.7925 -7.0236 -0.16 -0.08 -0.32
C 6.8854 -4.3560 -3.4390 3.00 -0.92 -0.83
F 6.9370 -4.7332 -4.7569 -0.80 0.59 1.52
F 7.4800 -5.3737 -2.7371 -1.47 1.41 -0.60
F 7.7316 -3.2820 -3.3260 -1.56 -0.83 0.10
S 5.1500 -3.9827 -2.8548 -0.36 -0.84 0.77
O 4.3941 -5.2282 -3.0469 0.99 1.30 -0.06
O 4.6761 -2.8835 -3.7071 0.41 -0.29 0.15
O 5.2834 -3.6011 -1.4424 0.15 -0.21 -1.49
C 0.0788 3.9323 9.9244 -0.21 1.14 0.65
O 0.4895 3.2984 8.7248 1.80 -1.93 -2.71
P -0.2874 3.7350 7.2421 -6.21 3.83 5.01
O -0.4488 5.1892 7.7041 1.12 -0.69 -1.27
O -1.6022 2.8575 7.7245 1.00 0.35 -1.32
C -1.4289 1.4695 7.9376 -0.09 -1.02 0.40
O -1.0642 4.1718 5.7594 2.63 -0.54 -0.19
C -2.4766 4.1880 5.6786 -0.72 -0.74 -0.28
H 0.4116 3.3225 10.7683 0.16 -0.25 -0.38
H 0.5536 4.9165 10.0086 -0.26 -0.21 0.01
H -1.0115 4.0305 9.9761 0.19 0.03 -0.16
H -1.3972 1.2730 9.0119 0.11 -0.04 -0.12
H -0.5082 1.1038 7.4740 -0.17 -0.15 0.14
H -2.2816 0.9370 7.5095 0.09 0.13 -0.03
H -2.9230 4.6880 6.5400 0.18 -0.15 0.09
H -2.8521 3.1627 5.5930 -0.15 0.15 0.15
H -2.7641 4.7235 4.7705 0.44 0.01 0.00
```
Positions in Å, forces in eV/Å.

Computed properties:
LUMO energy ... -10.62 eV
M ... 1380.350 g mol⁻¹
Total charge ... +1
Energy ... -305546.4483 eV
Kohn-Sham gap ... 1.00 eV


Below is a 2-piece molecular cluster, C18H35ClNO2P overall in a non-equilibrium geometry, with properties calculated with ωB97M-V with the def2-TZVPD basis set.

```
58
Properties=species:S:1:pos:R:3:forces:R:3
C -1.6559 -3.6091 4.4707 0.05 0.02 0.32
O -0.9433 -4.1771 3.3275 -0.38 1.85 0.29
C -0.3773 -3.0358 2.6292 1.14 -0.89 -1.07
C 0.6220 -3.4924 1.4352 -0.81 0.46 0.43
C 1.5193 -2.2222 0.9423 0.10 -1.09 -0.32
C 0.8742 -1.4963 -0.3558 0.76 0.02 0.85
C 0.6238 0.1018 -0.1233 1.30 -1.15 -0.54
P -0.8787 0.6618 -1.1293 -0.17 2.48 1.56
Cl -0.2049 -0.3568 -2.9129 0.29 -0.51 -0.90
C -1.6055 1.6929 0.2962 -1.58 0.32 0.53
C -2.0849 0.7880 1.5520 0.38 1.15 0.09
C -1.5925 1.5599 2.8996 -1.20 -1.48 0.54
C -0.4682 0.6966 3.6574 -1.21 0.14 0.42
N 0.7282 1.4713 4.0944 2.19 -0.84 1.01
C 1.1144 2.8474 3.9210 2.86 -0.75 2.02
C 2.4575 3.0989 4.6413 -3.21 -4.65 -0.65
C 2.8117 1.6738 5.2269 -2.79 0.51 -1.74
C 1.6959 0.6662 4.8482 2.82 5.70 0.24
H -2.6679 -4.1316 4.6161 1.65 0.63 -0.17
H -0.9734 -3.7112 5.3954 -1.25 0.15 -1.24
H -1.8421 -2.4923 4.2782 0.06 -1.58 0.43
H 0.2176 -2.4252 3.3917 -0.84 -0.46 -1.09
H -1.2368 -2.4698 2.1309 1.14 -0.26 0.88
H -0.0747 -3.8625 0.5899 1.36 0.54 1.15
H 1.2800 -4.3753 1.7488 -0.96 1.37 -0.22
H 2.5352 -2.6789 0.6439 -1.51 0.89 0.41
H 1.7440 -1.4989 1.8049 -0.50 -0.99 -1.16
H -0.1106 -2.0366 -0.6034 1.59 0.89 0.17
H 1.6495 -1.6285 -1.2007 -1.73 0.21 1.16
H 0.5886 0.3808 0.9869 -0.38 -0.42 -1.65
H 1.5598 0.6343 -0.5482 -1.69 -0.62 0.51
H -2.1172 -0.0412 -1.2793 0.73 -0.04 0.15
H -0.7523 1.8933 -1.8863 0.03 -0.97 0.29
H -2.5592 2.2358 -0.0825 1.56 -0.76 0.33
H -0.8832 2.5398 0.6000 -0.92 -1.45 -0.31
H -3.2300 0.6521 1.5979 1.83 0.36 -0.31
H -1.6513 -0.2748 1.4709 -0.46 1.55 0.31
H -2.5218 1.5765 3.5899 1.62 0.16 -0.93
H -1.3222 2.6502 2.7144 -0.16 -1.69 0.09
H -0.1673 -0.2491 3.0610 -0.25 1.84 0.72
H -0.9526 0.2826 4.6255 0.81 0.64 -1.52
H 0.4812 3.6038 3.3454 1.00 -1.53 1.03
H 3.0407 4.0715 4.7383 -1.07 -1.69 -0.24
H 3.7631 1.4748 5.8427 -1.86 0.15 -1.16
H 1.6448 -0.4310 5.1326 -0.38 1.81 -0.71
C -0.4746 0.9661 -8.2546 -0.05 -0.21 -0.41
C -0.5906 0.5412 -6.8075 -0.30 0.06 0.33
C 0.8548 0.5740 -6.3530 0.35 -0.10 0.12
O 1.5090 1.5930 -7.1225 -0.32 -0.08 -0.15
C 0.6432 1.9886 -8.1943 0.18 0.29 0.10
H -1.3996 1.3705 -8.6696 0.08 -0.01 0.01
H -0.1679 0.1127 -8.8686 -0.04 0.08 0.01
H -1.1746 1.2805 -6.2494 0.03 -0.09 0.01
H -1.0579 -0.4356 -6.6718 0.06 0.07 0.02
H 1.3583 -0.3768 -6.5593 -0.06 -0.06 0.07
H 0.9543 0.7967 -5.2888 0.07 0.02 -0.12
H 0.2558 2.9866 -7.9611 -0.05 0.02 -0.10
H 1.2122 2.0447 -9.1252 0.06 0.02 0.10
```
Positions in Å, forces in eV/Å.

Computed properties:
LUMO energy ... 0.63 eV
M ... 363.910 g mol⁻¹
SMILES ... COCCCCC[PH2](Cl)CCCCn1cccc1.C1CCOC1
Energy ... -46622.9079 eV
Kohn-Sham gap ... 8.76 eV


Below is C18H35LiN3O7 as an isolated structure in a non-equilibrium geometry, with properties calculated with ωB97M-V with the def2-TZVPD basis set.

```
64
Properties=species:S:1:pos:R:3:forces:R:3
Li 0.2232 -1.1442 0.5247 -0.17 0.67 1.19
C 0.0061 0.8068 5.3796 0.65 -2.85 -6.13
C 0.0533 0.5439 3.9243 -0.59 1.49 0.92
C -0.5065 1.6689 2.8702 0.57 1.30 5.38
O -0.5320 1.4434 1.6873 0.02 -1.57 -3.98
C -0.9035 2.8869 3.5019 1.60 -3.05 -3.81
C -0.8795 3.0839 4.8424 -3.58 3.22 1.50
C -0.4253 1.9992 5.8257 0.14 0.64 4.62
O -0.4154 2.0605 7.1142 -0.75 1.91 -1.72
O -1.5641 4.1442 5.1405 1.96 -1.67 1.67
O 0.5024 -0.4856 3.4006 0.23 -1.17 -0.71
H 0.2637 -0.0693 5.9562 0.07 0.37 0.53
H -1.3018 3.6292 2.8261 -0.15 0.30 0.24
C -3.8809 -1.9615 -0.3862 -0.54 0.01 0.03
C -3.2812 -2.6742 0.8371 -1.47 1.20 -1.13
C -4.2518 -3.7603 1.3083 0.12 0.76 1.65
O -5.2891 -3.1685 2.1426 -0.50 -1.01 -1.12
C -6.3968 -4.0814 2.3421 0.69 0.17 -0.50
N -1.9975 -3.2111 0.4558 0.55 -0.66 0.44
H -4.9309 -1.7463 -0.1882 0.06 0.47 0.19
H -3.9426 -2.5870 -1.2767 0.34 -0.55 0.02
H -3.3540 -1.0657 -0.7148 -0.01 0.11 0.41
H -3.1488 -1.9399 1.6318 0.01 -0.10 0.13
H -3.6751 -4.4181 1.9586 0.05 -0.43 0.13
H -4.5989 -4.3519 0.4611 -0.53 0.06 -0.11
H -6.7621 -4.4628 1.3886 0.10 -0.03 -0.29
H -7.2631 -3.6084 2.8045 0.49 0.41 0.23
H -6.0839 -4.9434 2.9312 0.05 -0.02 0.22
H -2.1852 -3.8942 -0.2640 0.12 0.00 -0.73
H -1.7827 -3.8334 1.2218 0.87 -0.04 0.47
C 4.6218 -1.2935 -0.8683 2.16 0.04 -0.54
C 3.8248 -2.2710 -1.7183 1.77 0.94 1.59
C 4.0463 -3.6827 -1.2069 -0.39 -0.32 -0.39
O 5.3915 -4.0531 -1.4185 0.12 1.36 -0.75
C 5.8819 -5.0805 -0.6281 -0.17 -0.29 0.26
N 2.5003 -1.7824 -1.5563 -2.46 -0.55 -0.55
H 5.6692 -1.5885 -0.9313 0.22 0.01 0.01
H 4.4316 -1.2259 0.2029 -0.72 -0.21 -0.17
H 4.6090 -0.3022 -1.3212 -0.29 0.16 0.17
H 4.1934 -2.2053 -2.7420 0.05 -0.11 -0.22
H 3.4016 -4.3508 -1.7779 -0.25 -0.40 -0.08
H 3.7390 -3.7536 -0.1635 0.16 0.05 0.29
H 5.3478 -5.9908 -0.9005 0.01 -0.42 0.47
H 5.7783 -4.8095 0.4226 -0.20 -0.35 0.28
H 6.9464 -5.2327 -0.8065 -0.06 0.19 -0.30
H 1.9019 -2.2617 -2.2138 -0.49 -0.33 -0.10
H 2.4557 -0.8302 -1.8901 0.21 0.36 0.18
C -0.2159 3.3890 -3.6831 -0.84 0.08 -0.49
C 0.5362 4.3937 -2.8407 1.33 -0.66 1.04
C -0.2518 5.5192 -2.1826 -0.47 0.12 -0.19
O -0.7607 6.4360 -3.1358 -0.79 0.32 -0.38
C 0.1723 7.2650 -3.8047 -0.27 -0.16 0.27
N 1.3046 3.5835 -1.8380 -0.29 0.44 -0.07
H -0.6264 3.8526 -4.5801 -0.09 0.13 -0.02
H -1.0564 2.9190 -3.1725 -0.05 0.09 0.30
H 0.4308 2.5789 -4.0200 0.25 0.16 0.15
H 1.2520 4.8538 -3.5219 0.35 0.01 0.17
H 0.2505 6.0905 -1.4020 0.98 -0.12 -0.11
H -1.0818 5.1129 -1.6046 -0.47 -0.13 -0.42
H 0.7873 6.6732 -4.4827 0.36 0.16 0.05
H 0.7531 7.8639 -3.1032 0.46 -0.27 0.20
H -0.3502 8.0134 -4.4004 -0.42 -0.30 -0.04
H 0.6498 3.1486 -1.2039 -0.59 -0.58 -0.11
H 1.7701 4.1616 -1.1530 0.52 0.60 -0.25
```
Positions in Å, forces in eV/Å.

Computed properties:
LUMO energy ... 1.13 eV
M ... 412.433 g mol⁻¹
Energy relative to the best compared isomer or geometry (same formula, charge and spin) ... 111.57 kcal per mole
Total charge ... -1
Energy ... -38237.9560 eV
Kohn-Sham gap ... 3.58 eV


Below is C18H35N13ORb as an isolated structure, with properties calculated with ωB97M-V with the def2-TZVPD basis set.

```
68
Properties=species:S:1:pos:R:3:forces:R:3
Rb 0.2597 -0.1974 0.0867 -0.24 0.23 -0.04
N -0.5011 -0.2194 -3.1422 -0.08 -0.03 0.10
C -1.6431 0.6917 -3.2750 -0.11 -0.05 0.02
C -2.8625 0.1335 -2.5609 0.17 0.07 -0.01
N -2.6292 0.0024 -1.1278 -0.01 -0.04 -0.01
C -3.8169 -0.4609 -0.4206 0.09 0.01 0.13
C -3.5804 -0.5495 1.0767 -0.04 -0.01 -0.07
N -2.4978 -1.4916 1.3755 0.02 0.01 -0.16
H 0.3370 0.2269 -3.4946 0.07 -0.03 0.09
H -0.6561 -1.0501 -3.7022 0.00 -0.01 -0.03
H -1.9144 0.8921 -4.3181 0.03 0.03 0.01
H -1.3707 1.6431 -2.8138 0.01 0.01 -0.02
H -3.1378 -0.8298 -3.0208 -0.08 0.03 -0.01
H -3.6991 0.8195 -2.7087 -0.03 -0.03 -0.02
H -1.8958 -0.6828 -0.9902 -0.30 -0.10 -0.17
H -4.1541 -1.4445 -0.7879 -0.06 0.03 -0.03
H -4.6233 0.2517 -0.6049 -0.03 -0.04 -0.02
H -4.5288 -0.8156 1.5585 0.01 0.02 0.01
H -3.2823 0.4342 1.4457 0.00 0.00 0.01
H -2.7586 -2.4267 1.0807 -0.03 -0.02 0.03
H -2.3428 -1.5322 2.3751 0.12 0.01 -0.01
N 1.6993 -7.3780 -1.1791 0.05 -0.02 -0.03
C 1.7021 -6.0364 -1.2033 0.18 0.28 -0.26
N 2.4766 -5.4208 -2.1211 0.00 -0.07 0.02
N 0.9600 -5.4016 -0.3403 -0.40 -0.50 0.47
C 0.8915 -4.1048 -0.2501 0.13 0.38 -0.14
N 0.7696 -2.9587 -0.0986 0.18 -0.36 -0.06
H 2.2248 -7.9252 -1.8344 -0.01 -0.01 0.00
H 1.1256 -7.8437 -0.4993 -0.02 0.04 0.02
H 3.0402 -5.9329 -2.7746 -0.01 0.01 -0.01
H 2.4627 -4.4184 -2.1813 0.00 0.02 0.01
N 0.2201 1.2987 6.5764 -0.01 0.08 -0.06
C 0.2930 0.3995 5.5555 0.08 -0.27 -0.07
C -0.2143 0.6848 4.2714 0.00 0.03 -0.08
N -0.1211 -0.1784 3.2805 0.01 0.07 0.03
C 0.4770 -1.3484 3.5331 0.01 -0.05 -0.01
C 0.9843 -1.6227 4.7892 0.03 0.00 -0.05
N 0.8988 -0.7615 5.7979 -0.05 0.17 0.08
H -0.4358 2.0559 6.5092 0.00 0.01 0.06
H 0.4315 0.9509 7.4960 -0.01 0.01 0.02
H -0.6944 1.6352 4.0604 0.01 0.00 0.04
H 0.5376 -2.0633 2.7192 0.02 -0.02 0.03
H 1.4802 -2.5621 5.0073 -0.04 -0.02 -0.06
C 5.0889 -0.8907 3.2694 0.00 -0.06 0.02
N 4.3422 0.1024 2.5257 0.00 0.15 0.02
C 4.6332 1.5051 2.7762 -0.08 -0.01 -0.08
C 3.3010 -0.2262 1.7519 0.05 -0.18 0.03
O 2.5595 0.5667 1.1871 0.38 0.10 0.22
H 6.1561 -0.8003 3.0630 -0.01 0.01 -0.01
H 4.7633 -1.8885 2.9792 -0.01 0.01 0.00
H 4.9317 -0.7716 4.3437 -0.01 0.00 -0.01
H 5.6824 1.6071 3.0440 0.01 0.01 0.01
H 4.0120 1.8965 3.5849 0.04 0.00 0.03
H 4.4301 2.0800 1.8754 -0.01 0.00 0.02
H 3.1666 -1.3181 1.6544 0.00 0.04 0.00
N 1.2993 3.3751 -1.7595 0.02 -0.01 -0.12
C 2.3507 2.5654 -2.1159 0.15 -0.10 -0.01
C 3.5191 3.1104 -2.6724 0.01 0.01 -0.02
C 4.5329 2.2569 -3.0418 -0.09 0.02 0.02
C 4.3720 0.8850 -2.8602 0.06 -0.10 0.00
C 3.1851 0.4456 -2.3136 0.01 0.02 -0.01
N 2.1896 1.2533 -1.9437 -0.15 0.18 0.01
H 1.4838 4.3550 -1.6396 -0.03 0.02 0.05
H 0.6152 2.9740 -1.1440 -0.03 0.02 0.04
H 3.6071 4.1804 -2.8088 0.01 0.00 0.01
H 5.4437 2.6482 -3.4758 0.00 0.02 0.01
H 5.1493 0.1866 -3.1363 -0.03 -0.01 -0.01
H 3.0011 -0.6143 -2.1609 0.05 0.00 0.01
```
Positions in Å, forces in eV/Å.

Computed properties:
LUMO energy ... -1.99 eV
M ... 535.036 g mol⁻¹
Energy relative to the best compared isomer or geometry (same formula, charge and spin) ... 6.22 kcal per mole
Total charge ... +1
Energy ... -41305.9829 eV
Kohn-Sham gap ... 8.51 eV


Q: What is the formula in the third record?
A: C18H35LiN3O7


Q: Among the records above, which one has the lowest LUMO energy?
A: C18H35AlBBr2Cl3CsF10IN4O14PS2


Q: M of number 4 (C18H35N13ORb)?
A: 535.036 g mol⁻¹